[1]
A structure of composition C47H53GeNO4PPdTe2, computed with ωB97M-V/def2-TZVPD.

E: -5260.86081 hartree
HOMO-LUMO gap: 6.78 eV
Relative energy (zero: lowest compared OMol25 entry of this formula, charge and spin): 0.00 kJ/mol

```
! RIJCOSX wB97M-V def2-TZVPD def2/J DEFGRID3
* xyz -1 1
Pd -0.65140 0.46058 -0.54473
C 3.15397 -6.71041 1.12653
C 2.74758 -5.38555 0.53786
C 1.43945 -5.14333 0.14794
C 1.04914 -3.92462 -0.40016
C -0.37312 -3.77733 -0.85205
C 1.99281 -2.89639 -0.54724
Te 1.50544 -0.97650 -1.40221
N 0.77655 1.86297 -0.61924
C 1.40884 2.02137 -1.74855
O 1.24798 1.40117 -2.84270
C 2.47938 3.10570 -1.71876
C 2.93200 3.67707 -0.53178
C 3.91550 4.65500 -0.54748
C 4.45457 5.08498 -1.75460
C 4.00903 4.51959 -2.94134
C 3.03361 3.53137 -2.92101
C 0.82421 -1.77768 -3.23814
C -0.45753 -1.43308 -3.64978
C -0.95984 -1.89448 -4.85722
C -0.17605 -2.71060 -5.65781
C 1.10836 -3.04102 -5.25266
C 1.63619 -2.57805 -4.04820
C 3.04674 -2.94418 -3.67503
C 3.32726 -3.13521 -0.18093
C 4.46413 -2.15254 -0.34112
C 3.67480 -4.37407 0.35424
H 2.28110 -7.29167 1.42397
H 3.78765 -6.57428 2.00474
H 3.72006 -7.30452 0.40502
H 0.69248 -5.92114 0.27373
H -1.02089 -4.48117 -0.32835
H -0.45710 -3.96834 -1.92575
H -0.75747 -2.77489 -0.67408
H 2.49303 3.34095 0.39931
H 4.26329 5.08568 0.38421
H 5.21904 5.85262 -1.76799
H 4.42745 4.84619 -3.88626
H 2.68321 3.05770 -3.82928
H -1.06734 -0.79708 -3.01734
H -1.96064 -1.61700 -5.16428
H -0.55747 -3.08352 -6.60066
H 1.72741 -3.66594 -5.88732
H 3.56949 -3.36842 -4.53282
H 3.06954 -3.67346 -2.86319
H 3.59870 -2.06528 -3.33347
H 4.15447 -1.18045 -0.71288
H 5.20392 -2.55801 -1.03617
H 4.96505 -1.99981 0.61679
H 4.70891 -4.54062 0.64582
C -3.33637 -3.12917 5.86001
C -3.83109 -3.32089 4.57930
C -3.30366 -2.59853 3.51343
C -2.27687 -1.68174 3.70581
C -1.79247 -1.49770 5.00231
C -2.31286 -2.21211 6.07072
Ge -1.51724 -0.60842 2.21663
C -1.76203 1.23067 2.89627
C -3.06378 1.72430 2.97269
C -3.33594 2.95186 3.56160
C -2.30086 3.71592 4.08488
C -1.00053 3.23665 4.02359
C -0.73714 2.00093 3.44329
C 0.40641 -1.04378 2.34125
C 1.43069 -0.14636 2.02767
C 2.76065 -0.47451 2.25817
C 3.09275 -1.71069 2.79391
C 2.09175 -2.62838 3.07204
C 0.76292 -2.29361 2.84952
H -3.74457 -3.69002 6.69218
H -4.62869 -4.03365 4.40668
H -3.69145 -2.75435 2.51179
H -0.99103 -0.78735 5.18133
H -1.92159 -2.05537 7.06898
H -3.87715 1.13253 2.56379
H -4.35721 3.31246 3.61210
H -2.50751 4.67720 4.53977
H -0.18655 3.82260 4.43390
H 0.28192 1.63669 3.42677
H 1.20522 0.81482 1.57549
H 3.53680 0.23855 2.00395
H 4.13030 -1.97011 2.96918
H 2.34348 -3.60923 3.45705
H -0.00752 -3.01975 3.08343
Te -2.77946 -1.11334 0.11086
C -5.03832 3.86531 -0.82618
C -4.42479 2.58114 -0.31167
O -3.59303 1.98557 -1.30366
P -1.98362 2.09636 -1.30960
O -1.75828 3.62945 -0.89153
C -1.21384 3.97558 0.40166
C -0.37998 5.22105 0.23649
O -1.75220 2.11289 -2.88054
C -2.44127 3.01285 -3.75876
C -3.35229 2.22188 -4.67040
H -5.73212 4.26943 -0.08590
H -5.58945 3.68247 -1.75024
H -4.26464 4.60881 -1.02063
H -5.19272 1.84010 -0.08257
H -3.85980 2.75843 0.60106
H -0.60433 3.14808 0.75604
H -2.04491 4.14257 1.09083
H 0.44826 5.02777 -0.44508
H 0.02813 5.52030 1.20428
H -0.98164 6.04379 -0.15493
H -1.66788 3.53702 -4.32126
H -3.00218 3.74980 -3.18109
H -2.77686 1.47479 -5.21760
H -3.83753 2.88479 -5.39031
H -4.11753 1.71128 -4.08638
*
```



[2]
A structure of composition C47H57BaBrClN6O2P3Te at a distorted geometry, computed with ωB97M-V/def2-TZVPD.

E: -6656.05191 hartree
HOMO-LUMO gap: 6.18 eV
Relative energy (zero: lowest compared OMol25 entry of this formula, charge and spin): 0.00 kJ/mol

```
! RIJCOSX wB97M-V def2-TZVPD def2/J DEFGRID3
* xyz 0 1
Ba -0.42849 0.13999 -0.09085
Te 4.09864 0.15203 -2.42542
C 5.60113 1.71152 -2.53347
C 5.84100 2.49867 -1.41555
C 6.77517 3.52044 -1.51188
N 7.46358 3.80001 -2.62056
C 7.22408 3.03315 -3.68143
C 6.31098 1.98309 -3.69401
C 3.07616 0.89331 -0.78142
P 2.54507 -0.28779 0.50024
C 3.65188 -1.72113 0.54629
C 3.10714 -2.98777 0.35006
C 3.92819 -4.11205 0.34556
C 5.29403 -3.97165 0.53404
C 5.84489 -2.70966 0.72959
C 5.02818 -1.58968 0.73105
C 2.90364 0.45832 2.13939
C 3.52274 1.69620 2.28056
C 3.75150 2.22884 3.54614
C 3.36948 1.52039 4.67686
C 2.73719 0.28908 4.54096
C 2.48749 -0.23138 3.27998
P 1.69958 1.93057 -1.16673
C 0.49662 0.74259 -2.35999
C -0.66465 1.35468 -2.85430
C -1.64944 0.59992 -3.49946
C -1.49459 -0.75914 -3.65752
C -0.39457 -1.40039 -3.10828
C 0.59994 -0.68527 -2.45922
C 2.24448 3.11359 -2.42951
C 2.18966 2.92777 -3.81426
C 2.79547 3.84114 -4.66870
C 3.47637 4.93547 -4.15650
C 3.53623 5.13396 -2.78653
C 2.92070 4.23267 -1.93072
H 5.28938 2.32476 -0.49898
H 6.97528 4.14819 -0.64937
H 7.78394 3.26740 -4.58111
H 6.16109 1.41837 -4.60653
H 2.03619 -3.08669 0.21173
H 3.50033 -5.09638 0.19576
H 5.93297 -4.84593 0.52781
H 6.91210 -2.60143 0.87471
H 5.45703 -0.60459 0.87463
H 3.82524 2.22861 1.38518
H 4.23184 3.19489 3.64649
H 3.55044 1.92887 5.66373
H 2.41954 -0.25709 5.42090
H 1.95309 -1.16973 3.18386
H -0.77362 2.43002 -2.75860
H -2.50711 1.11613 -3.91584
H -2.22946 -1.33806 -4.20271
H -0.27173 -2.47253 -3.19600
H 1.40348 -1.24557 -1.96488
H 1.69029 2.06151 -4.21708
H 2.75729 3.68311 -5.73892
H 3.96885 5.63093 -4.82423
H 4.07164 5.98286 -2.38153
H 2.98113 4.38992 -0.85889
N -0.61351 -3.92475 -0.26521
C -1.95103 -3.86343 0.32084
C -2.65604 -5.21813 0.49621
C -2.95974 -6.07620 -0.74336
C -4.00476 -5.52527 -1.71892
N -5.11183 -4.88165 -1.03687
C -6.20733 -5.42457 -0.60631
N -6.53803 -6.71127 -0.86343
N -7.07111 -4.68256 0.12076
C -2.78056 -2.71574 -0.30406
O -4.04817 -2.78227 -0.34202
O -2.13813 -1.73913 -0.70612
H -0.61912 -4.37302 -1.17436
H 0.00189 -4.46311 0.33304
H -1.82295 -3.46738 1.33540
H -3.56938 -5.04762 1.07236
H -2.02243 -5.83312 1.14094
H -3.28503 -7.05458 -0.37758
H -2.04912 -6.26363 -1.32007
H -4.34528 -6.30103 -2.40906
H -3.57477 -4.73631 -2.33627
H -4.74294 -3.90340 -0.66207
H -5.98166 -7.23985 -1.50934
H -7.47705 -7.02772 -0.70312
H -6.75669 -3.78884 0.48504
H -7.80190 -5.14092 0.63489
Br -1.56878 -1.07315 2.75160
C -0.95419 2.90982 5.47079
C -0.59179 1.96991 4.32505
P -0.88825 2.57223 2.61345
C -0.05847 4.23118 2.70328
C 0.51369 4.68519 1.35988
C -2.66532 3.05798 2.63959
C -3.10074 3.69750 1.32084
H -0.64768 2.48252 6.42918
H -2.03206 3.07851 5.52403
H -0.47497 3.88737 5.38695
H -1.12856 1.02615 4.41742
H 0.46804 1.70525 4.34770
H 0.75304 4.14278 3.43046
H -0.75071 4.97671 3.10592
H 1.34295 4.04117 1.06386
H 0.87428 5.71705 1.39967
H -0.22599 4.62264 0.55732
H -2.84511 3.75394 3.46408
H -3.24632 2.15612 2.84829
H -2.61234 4.66326 1.16336
H -4.17959 3.86846 1.29452
H -2.85963 3.06174 0.46933
Cl -6.48198 -1.81446 2.00262
C -5.81569 -0.71836 0.81928
C -6.50873 -0.46899 -0.34499
C -5.90575 0.35406 -1.28217
C -4.65907 0.88160 -0.99167
N -4.01253 0.65193 0.14705
C -4.57407 -0.14838 1.04781
H -7.48245 -0.91075 -0.51307
H -6.39498 0.58748 -2.21869
H -4.16028 1.52935 -1.70639
H -4.00795 -0.36138 1.94785
*
```



[3]
A structure of composition C47H58As3N4O3PTi at a distorted geometry, computed with ωB97M-V/def2-TZVPD.

E: -10168.42759 hartree
Expectation value of S²: 0.78
HOMO-LUMO gap (alpha / beta): 6.41 / 7.35 eV
Relative energy (zero: lowest compared OMol25 entry of this formula, charge and spin): 260.81 kJ/mol

```
! RIJCOSX wB97M-V def2-TZVPD def2/J DEFGRID3
* xyz 1 2
Ti 0.12339 -0.33509 0.60731
O 1.85319 -0.54349 0.95451
C 2.80309 -1.37689 0.56571
C 4.10239 -1.23659 1.05831
C 5.12049 -2.06649 0.63181
C 4.85709 -3.07539 -0.29009
C 3.57349 -3.27419 -0.74439
C 2.51279 -2.45519 -0.31969
C 1.16969 -2.76069 -0.66889
N 0.15809 -2.04059 -0.23719
N -1.10711 -2.50359 -0.45029
C -1.96981 -1.85509 0.27341
O -1.57461 -0.93739 1.11941
C -3.41301 -2.10069 0.11801
C -4.26401 -1.98169 1.21851
C -5.62881 -2.12859 1.05661
C -6.15501 -2.37429 -0.20099
C -5.31661 -2.46219 -1.30079
C -3.94991 -2.33309 -1.14869
H 4.28639 -0.45899 1.78891
H 6.11879 -1.92639 1.01471
H 5.65039 -3.72689 -0.62029
H 3.35039 -4.08439 -1.42479
H 0.95629 -3.67379 -1.22049
H -3.84281 -1.78789 2.19561
H -6.28201 -2.04469 1.91171
H -7.22101 -2.49159 -0.32289
H -5.73481 -2.62219 -2.28309
H -3.28581 -2.37689 -1.99749
O -3.12701 0.87071 -0.27849
N -2.40161 0.62301 -1.45919
C -2.54821 1.56621 -2.29809
C -1.99021 1.63181 -3.62949
C -2.45931 2.68271 -4.42929
C -1.99961 2.86561 -5.71499
C -1.02041 2.01661 -6.20799
C -0.52321 0.99861 -5.41419
C -1.01771 0.75481 -4.13359
P -0.34541 -0.62169 -3.09019
C 1.41129 -0.44309 -3.62239
C 1.95699 0.82111 -3.84549
C 3.27629 0.96111 -4.23719
C 4.07879 -0.15779 -4.38349
C 3.56019 -1.41409 -4.11459
C 2.23669 -1.55719 -3.73489
C -0.75141 -2.12049 -4.11869
C -1.12241 -3.25959 -3.40629
C -1.34921 -4.46669 -4.04489
C -1.20921 -4.56179 -5.41839
C -0.85381 -3.43249 -6.13859
C -0.62531 -2.22569 -5.50139
H -3.30661 -0.00939 0.09431
H -3.18831 2.41181 -2.02539
H -3.20071 3.35641 -4.02499
H -2.38001 3.67391 -6.31979
H -0.62361 2.15591 -7.20209
H 0.29459 0.40511 -5.79189
H 1.32799 1.69711 -3.74989
H 3.67349 1.94581 -4.44269
H 5.10249 -0.04849 -4.70519
H 4.18709 -2.28599 -4.22129
H 1.83149 -2.54299 -3.55089
H -1.22701 -3.20589 -2.33249
H -1.62611 -5.33369 -3.46139
H -1.37161 -5.50259 -5.92309
H -0.73911 -3.49109 -7.21059
H -0.34251 -1.38039 -6.10339
C -2.09061 3.46401 0.86651
As -0.96601 1.94481 1.49271
C 0.57769 3.13341 1.83331
C -2.01381 1.67591 3.19191
C -1.48581 1.42251 4.62021
C -2.74251 1.44521 5.51801
C -0.84231 0.03261 4.79201
As 0.47719 -0.50509 3.37911
C -0.02451 -2.40409 3.19611
C 2.06129 -1.01289 4.46911
C -0.58241 2.56751 5.10781
As 1.38019 2.36591 4.92091
C 1.77759 1.83751 6.77931
C 1.81209 4.27791 5.22601
H -2.02121 4.28731 1.58231
H -3.13091 3.15481 0.76241
H -1.72561 3.80891 -0.10389
H 0.38969 3.86761 2.61461
H 0.75849 3.67351 0.89931
H 1.46549 2.54911 2.08291
H -2.65781 0.82651 2.91871
H -2.66651 2.55611 3.24711
H -3.49071 0.74011 5.16031
H -3.19091 2.43791 5.52891
H -2.48471 1.17741 6.54141
H -1.63761 -0.72149 4.76431
H -0.38261 -0.01809 5.78411
H 0.01939 -2.92459 4.15691
H 0.69639 -2.86809 2.51201
H -1.02341 -2.52659 2.77621
H 1.75489 -1.65349 5.30101
H 2.60819 -0.14959 4.85071
H 2.72399 -1.58399 3.81331
H -0.75651 2.72461 6.17671
H -0.88461 3.48791 4.59821
H 1.53769 0.79061 6.95761
H 1.22269 2.45521 7.48471
H 2.84339 1.97661 6.96731
H 1.59369 4.89001 4.35251
H 2.87779 4.36811 5.43901
H 1.25749 4.66821 6.07761
C 4.13609 1.67791 -0.99449
C 2.85229 2.48081 -1.23159
C 1.70449 1.64001 -1.06499
N 0.78949 0.96141 -0.85989
H 4.99789 2.31001 -1.18499
H 4.17909 0.81931 -1.65969
H 4.18699 1.32281 0.03031
H 2.85049 2.89241 -2.24269
H 2.79079 3.31281 -0.52279
*
```



[4]
A structure of composition C47H61BBrClEuN6O9S at a distorted geometry, computed with ωB97M-V/def2-TZVPD.

E: -7000.70899 hartree
Expectation value of S²: 15.76
HOMO-LUMO gap (alpha / beta): 6.16 / 6.30 eV

```
! RIJCOSX wB97M-V def2-TZVPD def2/J DEFGRID3
* xyz -2 8
Eu -22.61460 1.28541 2.67623
O -26.66504 -0.46769 6.88956
C -26.71529 0.88447 6.77888
C -27.77119 1.56981 7.40856
C -27.88638 2.94891 7.30192
C -26.96875 3.64051 6.52393
C -25.97299 2.94305 5.84767
C -25.83079 1.56117 5.98102
C -24.85243 0.80479 5.11157
O -23.59381 1.36672 5.06002
N -25.53332 0.66269 3.78445
N -24.98208 -0.13330 2.86848
C -25.73289 -0.75423 2.05031
C -25.12897 -1.47927 0.91704
Br -23.67895 -0.61922 0.05260
C -25.53840 -2.63250 0.37404
C -26.61780 -3.50593 0.83166
C -27.29050 -4.25378 -0.14908
C -28.28816 -5.17793 0.17338
C -28.63358 -5.36473 1.48685
C -27.94209 -4.68283 2.50489
C -26.92661 -3.77977 2.17947
H -25.73484 -0.75571 7.07623
H -28.43231 0.93643 8.00475
H -28.67714 3.48626 7.78016
H -27.02033 4.71982 6.36851
H -25.29489 3.46972 5.19056
H -24.68684 -0.18774 5.49906
H -26.50851 0.82771 3.70965
H -26.82132 -0.68997 2.15540
H -25.00038 -2.92190 -0.51737
H -27.07317 -4.10304 -1.20563
H -28.83550 -5.67910 -0.62038
H -29.43263 -6.04241 1.74328
H -28.15609 -4.88792 3.56424
H -26.34372 -3.32034 2.96460
O -26.72118 4.26507 1.65583
Cl -26.48623 2.81707 1.76610
O -27.84194 2.22355 1.63636
O -25.69262 2.37360 0.55538
O -23.63439 2.71632 4.60660
O -21.09594 0.07583 5.87219
H -21.49534 -0.74421 5.61330
H -21.81225 0.72308 5.90309
O -23.25542 3.77766 1.71289
H -24.18469 4.05268 1.89286
H -23.21631 3.78241 0.73735
O -22.08612 -1.23070 3.03161
H -21.14254 -1.50106 3.07993
H -22.55136 -1.67622 3.76715
C -21.25615 -3.80776 9.81439
C -22.36784 -3.06383 9.13995
C -23.06755 -2.04415 9.82597
C -24.00083 -1.34418 9.07471
N -24.23855 -1.61094 7.79970
C -23.56733 -2.63213 7.23874
S -23.87237 -2.97875 5.61299
N -22.61941 -3.35161 7.88239
H -21.10124 -3.39301 10.80441
H -20.38913 -3.75639 9.15161
H -21.49164 -4.89316 9.88219
H -22.86635 -1.76743 10.83874
H -24.56386 -0.49529 9.52358
C -19.99980 4.75154 3.03868
C -19.45513 5.61595 1.92438
C -17.93628 5.62424 1.94202
C -20.11475 5.22307 0.59525
C -20.95358 6.17172 0.02177
C -21.83816 5.85654 -1.02341
C -21.82335 4.56176 -1.54072
C -20.96228 3.60335 -1.04858
C -21.03809 2.16891 -1.57811
C -22.39341 1.79678 -2.21346
C -19.93654 1.82071 -2.57832
C -20.12084 3.94447 0.03472
N -19.36294 2.89490 0.61484
B -19.89996 1.76701 1.41743
N -18.62911 1.01202 1.63737
C -17.55836 1.61514 0.96763
C -18.00169 2.74077 0.37767
C -18.57757 -0.30369 2.16043
C -18.44378 -0.49862 3.54572
C -18.66525 -1.79957 4.07187
C -18.93306 -2.86928 3.24167
C -18.99500 -2.67431 1.85368
C -18.81724 -1.41375 1.29713
C -19.10839 -1.17420 -0.17421
C -17.90783 -1.21322 -1.12347
C -20.18163 -2.09766 -0.74352
C -18.11290 0.53366 4.62249
C -16.60396 0.53073 4.89722
C -18.55078 1.95799 4.39385
H -19.62337 5.04409 3.99936
H -19.69268 3.72285 2.83427
H -21.08402 4.76002 3.05507
H -19.76957 6.64628 2.08847
H -17.54465 4.60545 1.85696
H -17.61051 6.03394 2.90447
H -17.51468 6.24645 1.13994
H -20.93307 7.15322 0.47065
H -22.48572 6.59629 -1.43809
H -22.51439 4.29614 -2.32808
H -20.93599 1.52975 -0.68960
H -22.47407 2.21251 -3.22009
H -23.23782 2.11813 -1.58595
H -22.50925 0.71436 -2.29828
H -19.91113 2.55329 -3.39622
H -20.13019 0.82588 -3.02963
H -18.95553 1.82961 -2.10724
H -16.56634 1.20362 1.00876
H -17.42363 3.47471 -0.14390
H -18.64583 -1.89992 5.14029
H -19.10850 -3.85773 3.62847
H -19.25494 -3.49228 1.20714
H -19.52827 -0.15943 -0.19030
H -17.44364 -2.22290 -1.04144
H -17.13469 -0.47275 -0.85493
H -18.20776 -1.05042 -2.17270
H -19.83378 -3.14335 -0.89737
H -20.50734 -1.71860 -1.73397
H -21.08737 -2.10781 -0.11145
H -18.65023 0.16911 5.49721
H -16.09013 1.00980 4.05935
H -16.18530 -0.46336 5.06392
H -16.45041 1.16154 5.78381
H -17.90601 2.40845 3.64950
H -18.49086 2.56854 5.30080
H -19.58222 1.98260 4.05052
*
```